Arrangement P

Formula: C33H35N7O7S2Ta
Source: the Open Molecules 2025 dataset
Level of theory: ωB97M-V/def2-TZVPD

Geometry as XYZ:
```
85
C33H35N7O7S2Ta | the Open Molecules 2025 dataset | ωB97M-V/def2-TZVPD
Ta -0.57482 0.42658 0.71572
C 7.42459 -0.42575 -0.19612
C 5.94077 -0.38098 -0.39952
C 5.11211 0.28163 0.51787
C 3.74648 0.31594 0.34740
C 3.20585 -0.31266 -0.77846
C 4.00051 -0.96753 -1.72179
C 5.36591 -0.99070 -1.51676
S 1.51599 -0.39994 -0.96536
O 1.14647 -0.87413 -2.25860
O 0.87775 -1.11352 0.21290
N 0.77222 1.02204 -0.62928
C 1.21857 2.32178 -0.98238
C 2.12395 2.64562 -1.94917
C 2.45947 4.00598 -2.14652
C 1.90330 4.98505 -1.37453
C 0.99202 4.64741 -0.33993
C 0.42633 5.58089 0.55503
C -0.37160 5.13257 1.57048
C -0.65793 3.76308 1.67886
N -0.20359 2.85482 0.82933
C 0.64912 3.30054 -0.15752
H 7.69707 -0.23818 0.84032
H 7.90566 0.33920 -0.81105
H 7.83355 -1.38705 -0.50363
H 5.55849 0.76875 1.37540
H 3.10776 0.81628 1.06500
H 3.55054 -1.44919 -2.57950
H 5.99991 -1.49804 -2.23289
H 2.57753 1.88171 -2.56832
H 3.16535 4.26260 -2.92438
H 2.15913 6.02529 -1.53029
H 0.63905 6.63677 0.43602
H -0.79285 5.81584 2.29437
H -1.28055 3.40103 2.48239
C 2.18062 -1.59893 4.62182
O 1.71906 -0.93150 3.40978
C 0.91867 0.08174 3.46030
O 0.60590 0.59791 2.33060
N 0.49534 0.56952 4.60829
N -0.31152 1.71187 4.65448
H 2.78244 -2.42788 4.27179
H 1.32977 -1.97715 5.18709
H 2.79165 -0.91457 5.20879
H 0.79600 0.13146 5.46979
H 0.23211 2.48283 5.02868
H -1.10126 1.53102 5.26405
N -2.40418 1.73274 -0.62397
N -3.60865 2.06558 0.00774
C -3.79145 1.83082 1.30941
N -4.98389 2.07135 1.83285
S -2.52776 1.29604 2.29913
H -2.00633 2.58927 -1.00488
H -2.60687 1.08227 -1.38427
H -4.36804 2.40306 -0.56941
H -5.76881 2.40117 1.29083
H -5.14678 1.87399 2.80781
O -1.53047 -0.69989 -1.15388
C -2.12170 -2.05914 -0.86007
C -2.18784 -2.15275 0.66643
O -2.73299 -2.98678 1.29332
O -1.55837 -1.07487 1.24208
C -3.54114 -2.10042 -1.39649
C -3.99710 -3.12067 -2.21571
C -5.31042 -3.10365 -2.67687
C -6.16545 -2.07184 -2.33063
C -5.72035 -1.06139 -1.48474
C -4.42154 -1.08853 -1.01222
C -1.21231 -3.11896 -1.45243
C -0.88019 -3.00076 -2.80275
C -0.10603 -3.96532 -3.42380
C 0.32544 -5.07367 -2.70543
C -0.00545 -5.19749 -1.36482
C -0.76660 -4.22104 -0.73336
H -0.86130 -0.87659 -1.84656
H -3.34573 -3.93789 -2.49254
H -5.65912 -3.90325 -3.31620
H -7.17775 -2.05656 -2.71074
H -6.39626 -0.26788 -1.19050
H -4.09134 -0.33991 -0.29940
H -1.27064 -2.18123 -3.40022
H 0.14144 -3.86323 -4.47216
H 0.89000 -5.85348 -3.19897
H 0.31385 -6.06556 -0.80407
H -1.03073 -4.35364 0.30698
```

2S+1: 1
Lowest unoccupied orbital energy in eV: -8.80
Charge: +3

***

Arrangement Q

Formula: C33H35N7O7S2Ta
Source: the Open Molecules 2025 dataset
Level of theory: ωB97M-V/def2-TZVPD

Geometry as XYZ:
```
85
C33H35N7O7S2Ta | the Open Molecules 2025 dataset | ωB97M-V/def2-TZVPD
Ta 0.36227 0.20492 0.01085
C 8.25853 2.53013 -1.07735
C 6.76441 2.40498 -1.02850
C 6.15244 1.29780 -0.42360
C 4.78045 1.18071 -0.37963
C 4.00666 2.19204 -0.95593
C 4.58384 3.30330 -1.57780
C 5.95899 3.39730 -1.59946
S 2.30472 2.08441 -0.92272
O 1.79164 1.85903 0.48133
O 1.69620 3.16153 -1.62482
N 1.77033 0.61135 -1.37613
C 2.04923 -0.03112 -2.60807
C 2.68138 0.46605 -3.70610
C 2.89182 -0.40153 -4.80596
C 2.46332 -1.69659 -4.77941
C 1.79293 -2.20890 -3.63882
C 1.26189 -3.51054 -3.53231
C 0.58709 -3.86087 -2.39453
C 0.44755 -2.92839 -1.35972
N 0.95236 -1.70955 -1.39856
C 1.60531 -1.35731 -2.54500
H 8.75232 1.71739 -0.54786
H 8.57741 3.47859 -0.63784
H 8.60290 2.52612 -2.11428
H 6.77318 0.52280 0.01308
H 4.31314 0.31650 0.08500
H 3.96255 4.06982 -2.02677
H 6.42474 4.25500 -2.07040
H 3.01132 1.49812 -3.76261
H 3.39257 -0.01519 -5.68461
H 2.61375 -2.34371 -5.63682
H 1.37298 -4.21021 -4.35345
H 0.14514 -4.83985 -2.28120
H -0.10526 -3.20040 -0.47476
C -1.46430 5.17910 0.58288
O -1.26048 3.94976 -0.18841
C -0.91835 2.87668 0.39024
O -0.80990 1.81768 -0.31752
N -0.79342 2.78893 1.72057
N -0.27906 1.59347 2.21620
H -1.70179 5.92912 -0.15519
H -0.54226 5.43852 1.09684
H -2.30147 5.04369 1.26431
H -0.95648 3.55627 2.34403
H -0.97584 1.12844 2.77639
H 0.52304 1.81816 2.79264
N -0.44701 -2.41483 1.88730
N 0.71268 -2.92245 2.45903
C 1.84755 -2.24551 2.41908
N 2.90519 -2.73590 3.03903
S 2.06804 -0.68951 1.68269
H -1.07859 -2.09736 2.61550
H -0.91580 -3.16872 1.40418
H 0.66526 -3.77591 2.98992
H 2.87574 -3.60065 3.55938
H 3.77655 -2.23345 3.02799
O -2.26005 -0.12627 1.78480
C -3.19645 -0.83252 0.95565
C -2.38848 -1.37965 -0.21329
O -2.66715 -2.26152 -0.93629
O -1.18021 -0.68702 -0.43784
C -3.85711 -1.91900 1.79826
C -3.70248 -3.28780 1.60517
C -4.31788 -4.18703 2.47295
C -5.08602 -3.72955 3.53065
C -5.25451 -2.36205 3.72010
C -4.65236 -1.46686 2.85311
C -4.22532 0.11807 0.33132
C -4.21501 1.47995 0.60531
C -5.19123 2.30672 0.06095
C -6.16676 1.77623 -0.76742
C -6.17420 0.41398 -1.04610
C -5.21139 -0.41525 -0.49498
H -2.76066 0.11523 2.57432
H -3.15005 -3.67624 0.75909
H -4.20963 -5.25194 2.30240
H -5.57412 -4.43335 4.19299
H -5.87679 -1.99645 4.52827
H -4.85050 -0.40208 2.97586
H -3.46132 1.90426 1.26110
H -5.19569 3.36542 0.29035
H -6.92845 2.41920 -1.18913
H -6.94089 -0.00388 -1.68710
H -5.23469 -1.47984 -0.70280
```

2S+1: 1
Lowest unoccupied orbital energy in eV: -8.95
Charge: +3

***

Q: What are the energies relative to the best structure? A: arrangement P 0.000; arrangement Q 0.790, in eV.

***

Arrangement P

Formula: C3H4ClN3
Source: the Open Molecules 2025 dataset
Level of theory: ωB97M-V/def2-TZVPD

Geometry as XYZ:
```
11
C3H4ClN3 | the Open Molecules 2025 dataset | ωB97M-V/def2-TZVPD
C -0.05033 1.99445 -0.07223
C -0.52610 0.72695 -0.27218
C 1.48555 -0.60707 0.13531
N 0.13289 3.12708 0.08780
N -3.20830 -0.05579 0.12513
N 0.08752 -0.38555 -0.18212
Cl -2.97547 -1.57567 -0.16627
H 1.91252 -1.33334 -0.55722
H 2.02771 0.33555 0.06262
H 1.58052 -0.99327 1.15200
H -0.46649 -1.23334 -0.31285
```

2S+1: 1
Lowest unoccupied orbital energy (spin up / spin down) in eV: -0.89 / -0.79
Charge: 0

***

Arrangement Q

Formula: C3H4ClN3
Source: the Open Molecules 2025 dataset
Level of theory: ωB97M-V/def2-TZVPD

Geometry as XYZ:
```
11
C3H4ClN3 | the Open Molecules 2025 dataset | ωB97M-V/def2-TZVPD
C -1.40553 -1.05273 0.17010
C -1.62362 0.19074 0.82227
C 1.54686 0.58747 -0.71461
N -0.20509 -1.03882 -0.39010
N -0.56310 0.93347 0.65509
N 0.24444 0.15085 -0.07252
Cl 2.79843 -0.15563 0.32297
H -1.87015 -1.98421 -0.04332
H -2.37909 0.66340 1.39812
H 1.78462 1.69153 -0.56367
H 1.67223 0.01392 -1.58433
```

SMILES: ClCn1nccn1
2S+1: 1
Lowest unoccupied orbital energy in eV: 1.03
Charge: 0

***

Q: What are the energies relative to the best structure? A: arrangement P 4.999; arrangement Q 0.000, in eV.

***

Arrangement P

Formula: C6H10O2S2
Source: the Open Molecules 2025 dataset
Level of theory: ωB97M-V/def2-TZVPD

Geometry as XYZ:
```
20
C6H10O2S2 | the Open Molecules 2025 dataset | ωB97M-V/def2-TZVPD
C 0.12229 -0.32182 -0.69370
C 0.28343 0.21419 0.74898
C -1.24685 0.01370 -1.18676
C -1.11338 0.56036 1.12807
C 1.24838 0.21026 -1.53193
C 0.97600 -0.68243 1.66490
O -0.76893 2.65812 -0.43529
O -1.68087 -2.13098 0.35245
S -1.73710 1.56356 -0.27141
S -2.32761 -0.93902 -0.00109
H 0.09803 -1.39829 -0.83043
H 0.77929 1.15928 0.64529
H -1.24601 -0.01149 -2.23820
H -1.35618 0.66386 2.23031
H 2.23789 -0.09707 -1.09083
H 1.12114 1.37212 -1.68343
H 1.14480 -0.04539 -2.57907
H 2.05766 -0.64738 1.47466
H 0.60064 -1.70423 1.59641
H 0.80737 -0.43735 2.70109
```

SMILES: C[C@H]1[C@H](C)[C@H]2[S@@]3(=O)=[S@]2(=O)[C@H]13
2S+1: 1
Lowest unoccupied orbital energy in eV: -0.05
Charge: 0

***

Arrangement Q

Formula: C6H10O2S2
Source: the Open Molecules 2025 dataset
Level of theory: ωB97M-V/def2-TZVPD

Geometry as XYZ:
```
20
C6H10O2S2 | the Open Molecules 2025 dataset | ωB97M-V/def2-TZVPD
C -1.67171 -0.36110 -1.26681
C 1.34137 0.03009 -1.30656
C 2.00445 0.84554 -0.16881
C 0.71288 -1.33466 -0.77219
C -0.19291 0.26427 1.28611
C -1.26777 0.80510 2.16132
O -2.76660 -0.83071 -1.47042
O -1.32449 -2.10295 0.70715
S 0.71820 1.71608 0.78980
S -0.68531 -0.92546 0.16709
H -1.18549 0.60283 -1.52454
H 0.47885 0.53981 -1.71151
H 1.93727 -0.25097 -2.17902
H 2.49144 0.07552 0.49219
H 2.61891 1.75393 -0.47055
H 0.23905 -1.90032 -1.68334
H 1.32180 -2.00300 -0.11383
H -1.47638 1.89591 1.93237
H -1.09950 0.76711 3.23190
H -2.19406 0.41299 1.89965
```

SMILES: CC1=[S@@](=O)(C=O)CCCS1
2S+1: 1
Lowest unoccupied orbital energy (spin up / spin down) in eV: -0.35 / -0.35
Charge: 0

***

Q: What are the energies relative to the best structure? A: arrangement P 0.000; arrangement Q 1.287, in eV.

***

Arrangement P

Formula: C3H9N2PS
Source: the Open Molecules 2025 dataset
Level of theory: ωB97M-V/def2-TZVPD

Geometry as XYZ:
```
16
C3H9N2PS | the Open Molecules 2025 dataset | ωB97M-V/def2-TZVPD
C 1.48022 -1.51306 0.01129
C 2.34725 -2.52155 0.48768
C -0.43306 1.56687 -1.28031
N 0.81409 -0.61302 -0.36348
N -3.13578 0.63750 0.81392
P 0.42699 1.09291 0.26246
S 2.18799 1.90574 0.24292
H -2.99374 0.47353 1.78514
H 1.79742 -3.44336 0.17395
H 3.36004 -2.34372 0.03303
H 2.40156 -2.58473 1.57982
H -1.14695 2.26260 -1.15111
H 0.14448 1.93854 -2.11529
H -0.92517 0.65771 -1.90990
H -3.96545 1.18843 0.80122
H -2.35989 1.29561 0.62865
```

2S+1: 1
Lowest unoccupied orbital energy in eV: -0.11
Charge: 0

***

Arrangement Q

Formula: C3H9N2PS
Source: the Open Molecules 2025 dataset
Level of theory: ωB97M-V/def2-TZVPD

Geometry as XYZ:
```
16
C3H9N2PS | the Open Molecules 2025 dataset | ωB97M-V/def2-TZVPD
C -0.30631 1.16724 -0.40839
C 0.21300 0.07396 -1.28482
C -0.93665 0.66976 0.86507
N 1.31453 -0.63270 -0.50508
N 0.96014 -1.31584 0.59880
P 0.31184 -0.37176 1.84010
S -0.10423 -2.65115 0.33922
H 0.61588 1.86705 -0.16038
H -1.03018 1.73235 -0.90537
H -0.63125 -0.43768 -1.47094
H 0.60558 0.49675 -2.14624
H -1.08209 1.59397 1.55652
H -1.92483 0.21393 0.74255
H 2.11621 -0.99878 -1.05789
H 1.19509 0.70213 1.64090
H -1.31673 -2.10924 0.35595
```

2S+1: 1
Lowest unoccupied orbital energy in eV: 0.77
Charge: 0

***

Q: What are the energies relative to the best structure? A: arrangement P 0.000; arrangement Q 0.733, in eV.